a.
ORCA calculation (the ωB97M-V functional and the def2-TZVPD basis) on a 2-piece molecular cluster, C4H13N2O overall.

Calculated values
**Multiplicity**: 2
**<S²>**: 0.754
**HOMO level (alpha / beta)**: -9.210 / -9.128 eV
**Frontier orbital gap (alpha / beta)**: 10.18 / 7.08 eV
**Net charge**: 0

Last columns: bonded neighbours and bond lengths (Å).
Geometry (Å):
1 C 1.36227 0.46550 0.38795  O2 1.357, C3 1.545, H5 1.109, H6 1.103
2 O 0.77529 -0.16777 -0.65892  C1 1.357
3 C 1.10970 1.98980 0.41334  C1 1.545, C4 1.520, H7 1.087, H8 1.096
4 C 1.71062 2.69379 -0.79173  C3 1.520, H9 1.095, H10 1.093, H11 1.095
5 H 2.45875 0.30462 0.35761  C1 1.109
6 H 1.05027 0.02534 1.35055  C1 1.103
7 H 1.49107 2.38449 1.35207  C3 1.087
8 H 0.02300 2.12749 0.43166  C3 1.096
9 H 1.60065 3.78253 -0.76576  C4 1.095
10 H 1.18965 2.37845 -1.69977  C4 1.093
11 H 2.78343 2.49457 -0.88037  C4 1.095
12 N -2.41838 -2.95168 0.79143  C13 1.458, H15 1.018, H16 1.016
13 C -1.38592 -1.99557 0.40851  N12 1.458, N14 1.469, H17 1.108, H18 1.089
14 N -1.46136 -1.52648 -0.98153  C13 1.469, H19 1.041, H20 1.016
15 H -3.25288 -2.72040 0.25671  N12 1.018
16 H -2.20127 -3.87914 0.43740  N12 1.016
17 H -1.47548 -1.15964 1.13042  C13 1.108
18 H -0.38805 -2.38842 0.59675  C13 1.089
19 H -0.65532 -0.87318 -1.06540  N14 1.041
20 H -2.31604 -0.98430 -1.07090  N14 1.016

b.
ORCA calculation (the ωB97M-V functional and the def2-TZVPD basis) on a 2-piece molecular cluster, C4H13N2O overall.

Calculated values
**Multiplicity**: 2
**<S²>**: 0.754
**HOMO level (alpha / beta)**: -3.511 / -8.453 eV
**Frontier orbital gap (alpha / beta)**: 4.31 / 9.10 eV
**Net charge**: 0

Last columns: bonded neighbours and bond lengths (Å).
Geometry (Å):
1 C 1.30815 -0.83899 2.06305  C2 1.486, H7 1.089, H8 1.068, H9 1.114
2 C 0.01019 -0.14399 1.85945  C1 1.486, C3 1.602, H10 1.103, H11 1.128
3 C 0.24417 1.12490 0.91062  C2 1.602, N6 1.489, H12 1.093, H13 1.134
4 N -1.15623 0.99486 -1.84664  C5 1.284, H14 1.000, H15 0.975
5 C 0.11483 1.01952 -1.66448  N4 1.284, N6 1.356, H16 1.153
6 N 0.75005 0.90202 -0.47185  C3 1.489, C5 1.356, H17 1.059
7 H 1.78426 -1.06558 1.11024  C1 1.089
8 H 1.18687 -1.62232 2.77825  C1 1.068
9 H 2.03954 -0.17909 2.58289  C1 1.114
10 H -0.86681 -0.75763 1.59282  C2 1.103
11 H -0.27651 0.42812 2.78812  C2 1.128
12 H -0.65869 1.71759 0.74269  C3 1.093
13 H 1.08365 1.77605 1.30766  C3 1.134
14 H -1.60266 0.73420 -2.70281  N4 1.000
15 H -1.78049 0.89570 -1.10373  N4 0.975
16 H 0.83908 0.98793 -2.56093  C5 1.153
17 H 1.76246 0.63505 -0.62919  N6 1.059
18 H -2.35387 -2.31217 -2.60716  O20 1.010
19 H -0.86220 -2.43392 -1.98563  O20 0.924
20 O -1.56580 -1.86227 -2.16337  H18 1.010, H19 0.924

In kcal/mol, relative to the most stable structure: a 0.0; b 15.7.